[1]
# C22H23N3O4S

An isolated molecule of C22H23N3O4S (wB97M-V/def2-TZVPD, the Open Molecules 2025 dataset).

Cartesian coordinates (Å):
S: -2.23327 0.03349 2.99690
O: -1.11356 -5.32452 3.08435
O: 0.39203 5.06013 -2.10114
O: 1.89219 2.42782 -3.90936
O: -0.15765 -3.20765 -0.08577
N: -0.28496 3.04273 -3.80244
N: -1.16774 0.57381 0.70063
N: -1.11331 -1.68043 1.28651
C: 0.77101 2.25821 -3.47687
C: -0.44221 -2.04980 0.11953
C: 1.08160 -4.94211 4.06934
C: -0.24846 5.43978 -3.29923
C: 1.99707 -2.72593 3.95174
C: 1.76414 5.41893 -2.19608
C: -0.24492 1.39765 -1.37165
C: -0.51989 0.35612 -0.48811
C: 0.54820 -1.20176 -1.99395
C: 0.42762 6.74956 -3.71365
C: -0.13653 -0.95222 -0.80552
C: 2.10008 -4.04482 4.34602
C: 0.42481 1.13004 -2.55486
C: -0.05369 -4.52309 3.38786
C: -1.03286 -6.69397 3.39558
C: -1.38913 -2.75667 2.22333
C: -0.15624 -3.18621 2.97494
C: -0.08934 4.34738 -4.38337
C: 0.86829 -2.30519 3.26767
C: 1.87527 6.52987 -3.25811
C: -1.46508 -0.40064 1.60505
C: 0.83771 -0.16825 -2.85781
H: 1.38103 -0.34351 -3.77264
H: -2.15887 -2.41191 2.91894
H: 0.84359 -2.21764 -2.20578
H: -1.76836 -3.61134 1.65806
H: 0.92572 4.35540 -4.78501
H: -1.16059 2.88632 -3.32713
H: -1.31048 5.55987 -3.05831
H: 2.97646 -4.38719 4.87589
H: 2.30866 7.43767 -2.84440
H: -1.95861 -7.13305 3.02663
H: -0.18298 -7.17020 2.89691
H: 2.49986 6.19969 -4.08652
H: -0.02354 7.58093 -3.17219
H: 0.78877 -1.27183 2.96189
H: -0.96231 -6.85796 4.47583
H: 0.34204 6.93507 -4.78170
H: 1.18448 -5.96682 4.38946
H: 2.35771 4.54171 -2.47844
H: 2.07458 5.74926 -1.20222
H: -0.51936 2.41049 -1.11179
H: -0.80571 4.51592 -5.19147
H: -1.43699 1.51345 0.96290
H: 2.78776 -2.02521 4.17134

Properties
SMILES = COc1ccccc1Cn1c(=S)[nH]c2cc(C(=O)NC[C@@H]3CCCO3)ccc2c1=O
Spin multiplicity = 1
Net charge = 0

=====

[2]
# C4H11NO3

A cluster of 2 separate species, C4H11NO3 in total (wB97M-V/def2-TZVPD, the Open Molecules 2025 dataset).

Cartesian coordinates (Å):
O: 4.07265 -0.30339 -4.96506
O: -2.32797 -0.89435 1.69329
O: -0.46416 -1.27286 2.85914
N: -0.75180 1.37962 -1.53010
C: -0.33856 0.22183 -0.75586
C: -1.25699 -0.51371 2.08991
C: -0.62892 0.79628 1.72401
C: 0.36709 0.55897 0.57754
H: -0.03217 1.77730 -2.10936
H: 0.30938 -0.36280 -1.38070
H: -1.20212 -0.43405 -0.61078
H: 4.99687 -0.06512 -4.87686
H: -1.25134 2.05647 -0.97289
H: 1.05839 -0.22388 0.86886
H: -0.12655 1.19932 2.59395
H: -0.92441 -2.09539 3.07346
H: 3.67654 0.45977 -5.39915
H: -1.45176 1.45460 1.45515
H: 0.93512 1.45099 0.32674

Properties
SMILES = NCCCC(=O)O.O
Spin multiplicity = 1
Net charge = 0

=====

[3]
# C5H9NO

A cluster of 2 separate species, C5H9NO in total (wB97M-V/def2-TZVPD, the Open Molecules 2025 dataset).

Cartesian coordinates (Å):
O: 1.61310 -0.89036 0.46426
N: -0.91213 1.56967 2.59850
C: -0.10110 0.48184 -0.55011
C: -1.17677 0.09350 0.44437
C: -1.06807 0.91081 1.66012
C: 1.31917 0.40194 -0.04613
C: -0.40044 0.89043 -1.77873
H: 0.17218 -2.65236 -0.18694
H: 0.37985 1.15383 -2.48842
H: -2.17500 0.21530 0.01302
H: 2.01159 0.61940 -0.86659
H: 1.71638 -0.83408 1.42042
H: -1.06440 -0.95843 0.73103
H: 1.47026 1.16560 0.72935
H: -1.42811 0.98482 -2.12082
H: -0.35652 -3.15192 -0.02332

Properties
SMILES = C=C(CO)CC#N.[H][H]
Spin multiplicity = 1
Net charge = 0

=====

[4]
# C4H8OS2

An isolated molecule of C4H8OS2 (wB97M-V/def2-TZVPD, the Open Molecules 2025 dataset).

Cartesian coordinates (Å):
S: -1.22577 -0.72756 1.13361
S: -0.35842 1.47970 -0.63606
O: 2.04357 0.48575 -0.90625
C: 1.39118 -0.48954 -0.10832
C: -1.50996 -2.48380 0.77582
C: 1.45934 1.71039 -0.59738
C: -0.14014 -0.29063 -0.27797
H: -2.53766 -2.64359 1.00528
H: 1.72548 -1.45956 -0.49083
H: -1.22631 -2.68392 -0.25911
H: -0.39775 -0.91117 -1.14062
H: 1.72274 2.07331 0.44721
H: 1.73324 2.49975 -1.33592
H: 1.69779 -0.32957 0.94985
H: -0.92154 -3.14416 1.36047

Properties
SMILES = CS[C@@H]1COCS1
Spin multiplicity = 1
Net charge = 0

=====

[5]
# C27H54O9

A cluster of 9 separate species, C27H54O9 in total (wB97M-V/def2-TZVPD, the Open Molecules 2025 dataset).

Cartesian coordinates (Å):
O: 0.39091 3.98395 -2.59929
O: -0.17762 -2.42958 -2.44808
O: 2.47604 0.47841 3.97619
O: 0.78207 -0.67966 -0.01999
O: -2.40836 -2.66750 3.22536
O: -3.13993 0.67644 -0.54601
O: -5.75723 -1.31077 3.26810
O: 3.09893 2.30459 -2.35962
O: 5.09454 -3.90663 -3.76890
C: 0.52286 0.18165 0.76673
C: -1.50653 1.16248 -2.23717
C: -3.40910 2.71556 -1.63642
C: -2.73324 1.42439 -1.41597
C: -5.44843 -0.95548 2.14908
C: 1.89120 0.88473 -3.79195
C: 2.88630 3.06710 -4.59861
C: 1.08978 1.58666 0.70053
C: 4.18597 -3.71715 -2.95690
C: 3.45862 0.41774 3.24500
C: 4.45928 1.50379 3.08007
C: -5.63872 0.50872 1.78051
C: -2.40664 -2.46718 -1.55197
C: -4.93807 -1.90474 1.10259
C: 4.29140 -4.05872 -1.49573
C: -0.95624 -2.80037 -1.56899
C: 2.90279 -3.06991 -3.42620
C: 2.65678 2.08626 -3.48702
C: 2.06476 5.34727 -1.63840
C: -0.44842 -0.11323 1.89825
C: -0.50885 -3.65094 -0.32024
C: -0.16609 4.76815 -0.40877
C: -2.18301 -2.53198 4.43075
C: -0.79774 -2.31834 4.93187
C: 3.65650 -0.81317 2.40958
C: 0.74087 4.64415 -1.62000
C: -3.30762 -2.59554 5.39931
H: -6.54810 0.69701 1.25120
H: 5.11913 -4.67483 -1.23061
H: -4.03580 -1.47685 0.64223
H: 2.23455 -3.83157 -3.83429
H: 5.31734 1.13407 2.59693
H: -0.82225 3.91634 -0.19128
H: -1.85226 1.11593 -3.26357
H: -5.82868 0.98547 2.71152
H: 4.66608 2.05406 4.02258
H: -3.28740 -1.70925 6.01817
H: 2.03920 6.18248 -0.95334
H: 4.28893 -1.58528 2.87226
H: 4.30609 -3.12275 -0.90917
H: -3.18545 -3.43983 6.05415
H: -0.77870 -3.15347 0.62870
H: 1.94559 3.55667 -4.88736
H: -4.29311 -2.61891 4.97124
H: -3.06010 3.28525 -2.45975
H: -4.84928 0.94138 1.20441
H: -1.23751 0.57084 2.11069
H: -2.56036 -1.52604 -1.00578
H: 2.07918 1.56422 0.23635
H: -5.63204 -1.94768 0.27301
H: 2.41056 -2.62269 -2.52814
H: 2.64486 -1.21024 2.27958
H: -3.02208 -3.23826 -1.07593
H: 0.57220 -3.81816 -0.31667
H: -4.45401 2.47763 -1.84649
H: -0.89434 -1.09676 1.69968
H: 1.12545 2.05035 1.67688
H: 2.22246 5.68489 -2.66523
H: -0.48967 -3.10238 5.60919
H: 1.55846 0.40474 -2.88668
H: 2.85648 4.64262 -1.36335
H: -4.74431 -2.86735 1.56001
H: 4.00332 -0.52320 1.44113
H: 3.39985 -4.60567 -1.17887
H: 1.09025 1.08162 -4.48614
H: 0.16862 -0.15218 2.80614
H: 3.18483 -2.32243 -4.17246
H: -1.07864 0.20414 -1.94115
H: 3.99806 2.19734 2.40425
H: -2.70409 -2.22711 -2.57601
H: -0.14600 -2.21840 4.06227
H: 3.18857 2.57869 -5.51883
H: 3.64503 3.77604 -4.26956
H: -0.84795 5.59617 -0.49038
H: 0.52099 4.93111 0.43764
H: -0.76713 -1.42202 5.53902
H: -3.30360 3.32365 -0.73774
H: -1.05693 -4.58853 -0.38467
H: 0.41319 2.17343 0.06509
H: 2.55292 0.20383 -4.30883
H: -0.79016 2.02077 -2.15973

Properties
SMILES = CC(C)=O.CC(C)=O.CC(C)=O.CC(C)=O.CC(C)=O.CC(C)=O.CC(C)=O.CC(C)=O.CC(C)=O
Spin multiplicity = 1
Net charge = 0

=====

[6]
# C4H11N2O

The ion C4H11N2O with charge +1 (wB97M-V/def2-TZVPD, the Open Molecules 2025 dataset).

Cartesian coordinates (Å):
O: 0.44303 -0.50230 1.21180
N: -1.71671 -0.41521 0.41185
N: -0.92218 -1.68701 -1.54143
C: 1.76497 0.11840 1.41831
C: 0.08576 -1.04365 -1.13828
C: -0.31500 -0.02964 0.16297
C: -0.20266 1.35014 -0.45376
H: 1.94508 0.10738 2.47627
H: 2.51793 -0.40823 1.01693
H: -1.60344 -1.32309 0.84950
H: -0.40627 2.19338 0.16004
H: 1.06156 -1.26990 -1.46045
H: -0.84597 -2.43178 -2.28922
H: 0.76131 1.66359 -0.64381
H: -0.77839 1.31909 -1.26898
H: -1.86262 -1.62586 -1.07967
H: -2.22713 0.21775 0.99253
H: 1.69623 1.04300 1.05520

Properties
SMILES = CO[C@](C)(N)C=[NH2+]
Spin multiplicity = 1
Net charge = +1

=====

The evaluated F_max for the records listed, in turn: 0.79, 0.94, 1.14, 1.56, 2.43, 4.54 eV Å⁻¹.
The evaluated total energy for the records listed, in turn: -1715.61884, -439.49433, -325.83897, -1028.79267, -1738.30044, -343.43677 hartree.